Entry from OMol25: a 3-piece molecular cluster, C21H50BClO11P2 overall in a non-equilibrium geometry (ωB97M-V/def2-TZVPD).

Last columns: bonded neighbours and bond lengths (Å).
Cartesian coordinates (Å):
1 H 1.79328 0.74178 1.39838  C58 1.092
2 H -2.71084 -7.56745 5.53096  C7 1.083
3 H 3.92603 4.33135 -5.17455  C27 1.095
4 H 6.67326 6.38597 -5.03008  C41 1.089
5 H 4.15283 -0.03939 1.47104  C50 1.098
6 H -3.55951 -3.97407 -1.23719  C43 1.078
7 C -2.76219 -6.95294 4.64106  H2 1.083, H37 1.081, C75 1.502, H81 1.076
8 H 6.04939 5.55970 -6.47363  C41 1.096
9 O -2.11976 -1.98816 2.04520  P52 1.593, C86 1.440
10 H 4.93466 6.01733 -2.72879  C33 1.091
11 O 2.27686 2.74738 1.12072  C56 1.422, C58 1.416
12 H -5.20043 -2.97525 0.49648  C70 1.081
13 O 3.76524 0.60227 -0.43105  C38 1.410, C50 1.417
14 H 5.70106 0.28286 -1.10560  C38 1.096
15 H 6.03429 4.74211 -4.88179  C41 1.095
16 H -0.25614 2.65273 0.28386  C20 1.095
17 B -2.45347 -7.38140 1.04368  P19 1.954, O39 1.352, O77 1.361
18 H 0.41417 -4.11638 2.70762  C69 1.082
19 P -3.68376 -7.02238 -0.43183  B17 1.954, Cl53 2.087, C54 1.844
20 C 0.44660 2.35087 -0.50046  H16 1.095, H36 1.098, O55 1.419, C56 1.512
21 H 4.54910 0.99379 -2.25731  C38 1.089
22 H -1.09981 -4.50216 1.96194  C69 1.076
23 H -0.84884 0.67312 0.94601  C68 1.095
24 H -0.64386 -7.78813 1.47051  O39 0.974
25 H 1.43164 8.57151 -2.44557  C45 1.096
26 H -4.99714 -5.43552 0.93844  C54 1.082
27 C 3.56866 5.36617 -5.19636  H3 1.095, H49 1.098, O76 1.417, C80 1.514
28 H -1.82865 -8.40263 3.39931  C75 1.084
29 H 1.71478 4.02550 -0.31253  C56 1.092
30 C -5.81667 -1.64885 2.67902  O35 1.436, H46 1.077, H65 1.081, C71 1.524
31 O -3.37585 -3.98583 2.96493  P52 1.450
32 H -2.59633 -4.48803 0.10260  C43 1.086
33 C 4.01713 5.96997 -2.14020  H10 1.091, O51 1.420, C74 1.513, H83 1.093
34 H -6.00204 -3.81314 2.93610  C71 1.082
35 O -4.42356 -1.71742 3.02220  C30 1.436, P52 1.603
36 H 0.09490 2.75253 -1.45987  C20 1.098
37 H -1.93818 -6.25383 4.64602  C7 1.081
38 C 4.87072 0.98936 -1.21666  O13 1.410, H14 1.096, H21 1.089, H66 1.095
39 O -1.31801 -8.08381 0.83231  B17 1.352, H24 0.974
40 H 4.32345 7.76793 -1.03942  C74 1.098
41 C 5.90968 5.70095 -5.39628  H4 1.089, H8 1.096, H15 1.095, O76 1.411
42 H -3.80416 -2.11340 -0.05181  C70 1.083
43 C -3.60607 -4.21161 -0.18630  H6 1.078, H32 1.086, C54 1.539, C70 1.531
44 H 2.78262 1.52616 2.61910  C58 1.093
45 C 2.34119 9.10340 -2.74573  H25 1.096, H62 1.096, H67 1.089, O79 1.410
46 H -6.22040 -0.86130 3.29358  C30 1.077
47 H 2.61927 7.27277 -1.17699  C74 1.095
48 H 0.06069 -3.41650 1.14170  C69 1.083
49 H 3.04760 5.53894 -6.14722  C27 1.098
50 C 3.90298 0.89406 0.94880  H5 1.098, O13 1.417, C58 1.514, H82 1.095
51 O 3.03042 5.17896 -2.78615  C33 1.420, C80 1.419
52 P -3.50632 -2.75347 2.21242  O9 1.593, O31 1.450, O35 1.603, C70 1.796
53 Cl -5.19305 -8.40971 -0.04106  P19 2.087
54 C -4.53088 -5.43292 -0.03753  P19 1.844, H26 1.082, C43 1.539, H73 1.080
55 O 0.50003 0.93745 -0.61153  C20 1.419, C68 1.410
56 C 1.80636 2.94228 -0.20682  O11 1.422, C20 1.512, H29 1.092, H60 1.090
57 H 1.72706 4.90978 -4.27752  C80 1.093
58 C 2.62083 1.43954 1.54142  H1 1.092, O11 1.416, H44 1.093, C50 1.514
59 H -3.61378 -8.38042 3.36068  C75 1.082
60 H 2.54538 2.61855 -0.94021  C56 1.090
61 H -7.07235 -2.87966 3.94015  C71 1.077
62 H 2.53586 9.92139 -2.04340  C45 1.096
63 H -0.25228 -1.74728 2.75262  C86 1.082
64 H 2.18936 6.58904 -4.06620  C80 1.091
65 H -5.97026 -1.33880 1.65473  C30 1.081
66 H 5.21037 1.99846 -0.95997  C38 1.095
67 H 2.18101 9.52131 -3.73860  C45 1.089
68 C -0.60760 0.27393 -0.04497  H23 1.095, O55 1.410, H84 1.096, H85 1.089
69 C -0.37631 -3.71577 2.08598  H18 1.082, H22 1.076, H48 1.083, C86 1.496
70 C -4.12049 -2.96452 0.53767  H12 1.081, H42 1.083, C43 1.531, P52 1.796
71 C -6.60971 -2.91802 2.96844  C30 1.524, H34 1.082, H61 1.077, H78 1.080
72 H -1.21444 -2.72691 3.79944  C86 1.078
73 H -5.30412 -5.34964 -0.78747  C54 1.080
74 C 3.56807 7.35167 -1.71869  C33 1.513, H40 1.098, H47 1.095, O79 1.418
75 C -2.71506 -7.77884 3.38758  C7 1.502, H28 1.084, H59 1.082, O77 1.434
76 O 4.65218 6.27611 -5.11764  C27 1.417, C41 1.411
77 O -2.74690 -6.87688 2.27294  B17 1.361, C75 1.434
78 H -7.37517 -3.02971 2.21423  C71 1.080
79 O 3.44448 8.22866 -2.82598  C45 1.410, C74 1.418
80 C 2.57493 5.56831 -4.07209  C27 1.514, O51 1.419, H57 1.093, H64 1.091
81 H -3.65325 -6.34915 4.64800  C7 1.076
82 H 4.70809 1.61694 1.11660  C50 1.095
83 H 4.25397 5.41936 -1.22580  C33 1.093
84 H -1.48611 0.34834 -0.69670  C68 1.096
85 H -0.34069 -0.77602 0.06918  C68 1.089
86 C -0.99599 -2.53325 2.76188  O9 1.440, H63 1.082, C69 1.496, H72 1.078

net charge	0
lowest unoccupied orbital energy	0.02063	Ha
SMILES	CCOB(O)P(Cl)CCCP(=O)(OCC)OCC.COCCOCCOC.COCCOCCOC
Kohn-Sham gap	0.325	hartree
E_HOMO	-8.2828	eV
strongest force on any atom	0.03027	Eh/bohr

Mulliken population analysis, charges in e, atoms 1 to 5: atom 1 (H): -0.100, atom 2 (H): 0.436, atom 3 (H): 0.350, atom 4 (H): 0.240, atom 5 (H): 0.390

***

Entry from OMol25: a 3-piece molecular cluster, C21H50BO7P overall in a non-equilibrium geometry (ωB97M-V/def2-TZVPD).

Last columns: bonded neighbours and bond lengths (Å).
Cartesian coordinates (Å):
1 H 3.32455 4.22886 -0.64753  C59 1.094
2 H -4.31674 -3.14758 0.95524  C10 1.098
3 H 1.79516 2.46980 -2.62141  C6 1.092
4 H 4.34566 -0.66926 2.15023  C34 1.193
5 H 4.74737 -2.38684 1.48061  C34 1.190
6 C 2.10334 3.34341 -3.20003  H3 1.092, H8 1.095, O23 1.419, H44 1.093
7 C -1.29855 -2.26782 0.02671  C37 1.641, P49 1.912, H55 1.190, H68 1.194
8 H 3.03546 3.13652 -3.73687  C6 1.095
9 H 1.12757 8.12984 -0.62776  C35 1.095
10 C -5.03609 -3.97683 0.97566  H2 1.098, O12 1.425, H16 1.094, C77 1.533
11 C 4.02532 5.98270 -1.68835  H17 1.090, H50 1.097, C59 1.533, O62 1.433
12 O -6.27476 -3.58156 1.56004  C10 1.425, C43 1.421
13 O -6.73082 -6.02084 3.39977  C28 1.419, C76 1.425
14 H -5.09165 -6.01486 1.76075  C77 1.090
15 C 1.23481 -2.62727 -1.02835  H20 1.193, C37 1.656, H42 1.193, C79 1.673
16 H -5.24552 -4.28102 -0.05441  C10 1.094
17 H 3.33279 6.67666 -1.21208  C11 1.090
18 H 0.64695 -1.88655 1.16074  C37 1.194
19 H 1.46632 1.57172 -0.34129  C39 1.185
20 H 1.21360 -3.69927 -1.55222  C15 1.193
21 H 6.46588 0.02285 0.26188  C27 1.193
22 O -0.75960 0.85783 2.00274  B30 1.499, H57 1.006
23 O 2.22508 4.47032 -2.34571  C6 1.419, C59 1.425
24 H 4.84357 0.73348 -1.46516  C71 1.194
25 H -0.02785 2.31851 -1.21417  C39 1.182
26 H -5.93033 -7.95212 3.37868  C28 1.095
27 C 5.57721 -0.75975 0.11462  H21 1.193, C34 1.652, H45 1.184, C71 1.640
28 C -6.87860 -7.42289 3.23537  O13 1.419, H26 1.095, H36 1.092, H38 1.093
29 H -6.78986 -1.77398 0.70872  C43 1.091
30 B -0.63472 0.81244 0.50977  O22 1.499, C39 1.671, P49 1.927
31 C -4.91910 -4.51425 4.03867  H48 1.090, H53 1.097, C76 1.533, O80 1.433
32 H 3.74324 0.76405 0.06639  C71 1.173
33 H 0.62678 9.22044 -1.94215  C35 1.091
34 C 5.21430 -1.30256 1.63234  H4 1.193, H5 1.190, C27 1.652, H74 1.170
35 C 1.41995 8.55834 -1.59157  H9 1.095, H33 1.091, O63 1.421, H66 1.094
36 H -7.63406 -7.80080 3.92778  C28 1.092
37 C 0.27176 -2.64419 0.31830  C7 1.641, C15 1.656, H18 1.194, H40 1.194
38 H -7.21104 -7.60888 2.21085  C28 1.093
39 C 0.36715 1.97246 -0.15486  H19 1.185, H25 1.182, B30 1.671, H61 1.181
40 H 0.41682 -3.73059 0.79146  C37 1.194
41 H 3.64507 -1.15893 -2.50459  C65 1.188
42 H 0.83602 -1.87729 -1.86611  C15 1.193
43 C -6.43041 -2.17292 1.65848  O12 1.421, H29 1.091, H52 1.094, H78 1.095
44 H 1.33416 3.56606 -3.94402  C6 1.093
45 H 5.91260 -1.69031 -0.53613  C27 1.184
46 H 3.51227 -3.18697 -0.80511  C79 1.193
47 H -1.05588 -0.28870 -1.90099  P49 1.468
48 H -5.48256 -3.63156 3.73636  C31 1.090
49 P -1.60347 -0.47113 -0.55174  C7 1.912, B30 1.927, H47 1.468
50 H 4.92961 5.99647 -1.06793  C11 1.097
51 H 1.77016 7.99242 -4.47932  C56 1.094
52 H -5.49789 -1.68017 1.94847  C43 1.094
53 H -4.34897 -4.21065 4.92503  C31 1.097
54 H 2.99660 8.74601 -3.43306  C56 1.098
55 H -1.68624 -3.05526 -0.77760  C7 1.190
56 C 2.42692 7.82620 -3.61998  H51 1.094, H54 1.098, O63 1.425, C70 1.533
57 H 0.07685 0.45346 2.38769  O22 1.006
58 H 2.28791 -0.25202 -1.55570  C65 1.193
59 C 3.48365 4.54865 -1.68184  H1 1.094, C11 1.533, O23 1.425, H73 1.098
60 H -6.46353 -5.33565 5.29978  C76 1.094
61 H 0.47781 2.92721 0.53082  C39 1.181
62 O 4.43551 6.47488 -2.97064  C11 1.433, C70 1.434
63 O 1.59606 7.49018 -2.51147  C35 1.421, C56 1.425
64 H -3.53935 -5.48760 1.17289  C77 1.096
65 C 3.26920 -0.91403 -1.40499  H41 1.188, H58 1.193, C71 1.639, C79 1.640
66 H 2.34541 9.12156 -1.44062  C35 1.094
67 H 2.74498 -2.07148 0.58638  C79 1.184
68 H -1.87102 -2.41457 1.06371  C7 1.194
69 H -5.23710 -6.51549 4.78223  C76 1.098
70 C 3.40316 6.68871 -3.94238  C56 1.533, O62 1.434, H72 1.090, H75 1.096
71 C 4.35197 0.03994 -0.62695  H24 1.194, C27 1.640, H32 1.173, C65 1.639
72 H 2.87860 5.75779 -4.15917  C70 1.090
73 H 4.22488 3.88188 -2.14185  C59 1.098
74 H 6.13174 -1.36060 2.35681  C34 1.170
75 H 3.92590 6.95550 -4.86759  C70 1.096
76 C -5.84582 -5.66137 4.45733  O13 1.425, C31 1.533, H60 1.094, H69 1.098
77 C -4.41928 -5.15692 1.73578  C10 1.533, H14 1.090, H64 1.096, O80 1.434
78 H -7.17324 -1.96829 2.43588  C43 1.095
79 C 2.80303 -2.25339 -0.58232  C15 1.673, H46 1.193, C65 1.640, H67 1.184
80 O -3.93666 -4.85213 3.05104  C31 1.433, C77 1.434

net charge	0
lowest unoccupied orbital energy	0.01767	Ha
SMILES	CCCCCCCCPB(C)O.COCCOCCOC.COCCOCCOC
Kohn-Sham gap	0.333	hartree
E_HOMO	-8.5771	eV
strongest force on any atom	0.05931	Eh/bohr

Mulliken population analysis, charges in e, atoms 1 to 5: atom 1 (H): 0.348, atom 2 (H): 0.071, atom 3 (H): -0.049, atom 4 (H): 0.191, atom 5 (H): 0.200

***

Respective E_tot values: -2825.5772; -1722.7248 hartree.